{"formula": "C2H7NO2S", "method": "wB97M-V/def2-TZVPD", "total_energy_ha": -683.79775, "lumo_energy_ev": 0.54, "e_above_lowest_kcal_mol": 30.2, "smiles": "OC(O)=S.CN", "symbols": ["O", "C", "O", "S", "H", "H", "C", "N", "H", "H", "H", "H", "H"], "positions_angstrom": [[-2.01, 0.83, 0.00], [-3.22, 0.39, 0.01], [-4.17, 1.32, 0.13], [-3.70, -1.18, -0.12], [-1.21, 0.12, 0.02], [-3.90, 2.17, 0.59], [1.57, -0.26, -0.16], [0.26, -0.76, 0.21], [2.01, 0.24, 0.73], [2.36, -1.13, -0.38], [1.39, 0.12, -1.20], [0.28, -1.05, 1.21], [-0.18, -1.46, -0.45]], "mulliken_charge": [-0.47, 0.55, -0.46, -0.39, 0.45, 0.34, -0.72, -0.62, 0.27, 0.23, 0.28, 0.23, 0.30]}

***

{"formula": "C2H7NO3", "method": "wB97M-V/def2-TZVPD", "total_energy_ha": -360.86407, "lumo_energy_ev": 0.28, "e_above_lowest_kcal_mol": 31.1, "symbols": ["H", "O", "N", "H", "H", "H", "C", "H", "H", "C", "O", "O", "H"], "positions_angstrom": [[1.00, 0.41, -0.36], [1.26, 1.50, 0.19], [0.59, -0.72, -0.68], [1.41, 2.12, -0.53], [1.32, -1.38, -0.93], [0.02, -0.58, -1.50], [-0.25, -0.98, 0.52], [-0.45, -2.03, 0.68], [0.24, -0.67, 1.44], [-1.49, 0.00, 0.30], [-2.61, -0.46, 0.20], [-1.14, 1.23, 0.32], [0.10, 1.56, 0.35]], "mulliken_charge": [0.46, -0.77, -0.47, 0.33, 0.27, 0.30, -0.54, 0.32, 0.28, 0.65, -0.61, -0.69, 0.48]}

***

{"formula": "C2H7NO3", "method": "wB97M-V/def2-TZVPD", "total_energy_ha": -360.90632, "lumo_energy_ev": 0.78, "e_above_lowest_kcal_mol": 4.6, "smiles": "NC(=O)O.CO", "symbols": ["N", "C", "O", "O", "H", "H", "H", "C", "O", "H", "H", "H", "H"], "positions_angstrom": [[-0.92, -0.02, -2.40], [0.05, -0.18, -1.46], [0.93, 0.62, -1.23], [-0.11, -1.33, -0.79], [-0.75, 0.68, -3.09], [-1.45, -0.82, -2.66], [0.42, -1.25, 0.04], [0.24, 0.73, 1.83], [0.83, -0.57, 1.74], [0.94, 1.44, 1.41], [-0.70, 0.78, 1.28], [0.06, 1.00, 2.87], [0.46, -1.10, 2.44]], "mulliken_charge": [-0.40, 0.60, -0.57, -0.52, 0.25, 0.22, 0.44, -0.56, -0.54, 0.23, 0.23, 0.33, 0.30]}

***

{"formula": "C2H7NO3", "method": "wB97M-V/def2-TZVPD", "total_energy_ha": -360.85126, "lumo_energy_ev": 0.64, "e_above_lowest_kcal_mol": 39.2, "smiles": "O=CO.NCO", "symbols": ["O", "C", "O", "H", "H", "N", "C", "O", "H", "H", "H", "H", "H"], "positions_angstrom": [[-4.01, 2.41, -0.71], [-3.59, 2.40, 0.40], [-4.34, 2.31, 1.53], [-2.60, 2.75, 0.72], [-5.02, 1.63, 1.61], [1.72, -1.68, -1.32], [2.43, -1.74, -0.10], [3.36, -0.64, -0.03], [2.42, -1.97, -2.00], [1.35, -0.80, -1.64], [1.89, -1.74, 0.84], [2.99, -2.66, -0.15], [3.42, -0.27, 0.86]], "mulliken_charge": [-0.44, 0.27, -0.44, 0.28, 0.33, -0.58, -0.19, -0.55, 0.24, 0.24, 0.31, 0.22, 0.31]}

***

{"formula": "C2H7NO3", "method": "wB97M-V/def2-TZVPD", "spin_multiplicity": 2, "total_energy_ha": -360.48520, "lumo_energy_ev": [-4.93, -9.95], "e_above_lowest_kcal_mol": 48.8, "total_charge": 1, "symbols": ["O", "C", "N", "C", "O", "H", "H", "H", "H", "H", "H", "H", "O"], "positions_angstrom": [[-0.06, 1.04, -0.87], [0.63, 1.83, -0.23], [1.38, 1.37, 0.74], [1.12, -0.05, 1.15], [1.58, -0.94, 0.12], [0.60, 2.86, -0.62], [2.04, 2.05, 1.12], [-0.04, -0.03, 1.17], [1.62, -0.10, 2.21], [1.01, -0.71, -0.57], [-2.64, -2.32, -1.82], [-4.07, -2.55, -1.39], [-3.18, -2.43, -1.02]], "mulliken_charge": [-0.16, 0.32, -0.12, -0.44, -0.40, 0.41, 0.28, 0.42, 0.34, 0.35, 0.31, 0.33, -0.64]}

***

{"formula": "C2H7NO4P", "method": "wB97M-V/def2-TZVPD", "total_energy_ha": -777.61877, "lumo_energy_ev": 4.06, "e_above_lowest_kcal_mol": 7.4, "total_charge": -1, "smiles": "C[C@@](N)(O)[P@@](=O)([O-])O", "symbols": ["C", "C", "N", "O", "P", "O", "O", "O", "H", "H", "H", "H", "H", "H", "H"], "positions_angstrom": [[1.13, -0.29, -1.27], [0.38, 0.37, 0.00], [0.82, -0.30, 1.17], [0.65, 1.78, 0.11], [-1.40, -0.12, -0.14], [-2.02, 0.65, -1.27], [-1.45, -1.57, -0.01], [-2.03, 0.42, 1.43], [0.89, 0.25, -2.26], [2.26, -0.40, -1.15], [0.82, -1.31, -1.37], [0.16, -0.96, 1.37], [1.87, -0.41, 1.22], [-0.13, 2.23, 0.17], [-1.95, -0.33, 2.02]], "mulliken_charge": [-1.29, 1.03, -0.61, -0.60, 0.45, -0.72, -0.72, -0.57, 0.26, 0.33, 0.37, 0.17, 0.23, 0.37, 0.31]}

***

{"formula": "C2H7NOS", "method": "wB97M-V/def2-TZVPD", "spin_multiplicity": 3, "total_energy_ha": -608.36278, "lumo_energy_ev": [1.07, -1.65], "e_above_lowest_kcal_mol": 35.8, "symbols": ["C", "C", "N", "O", "S", "H", "H", "H", "H", "H", "H", "H"], "positions_angstrom": [[-2.50, -0.47, 0.16], [2.36, 1.34, 0.19], [-2.36, -1.06, -0.93], [0.75, -0.70, 0.49], [2.39, -0.57, 0.23], [-3.55, -0.38, 0.56], [0.44, -1.33, -0.21], [-1.65, -0.23, 0.64], [1.81, 1.51, -0.69], [3.43, 1.64, -0.01], [2.02, 1.52, 1.11], [-3.14, -1.28, -1.53]], "mulliken_charge": [-0.29, -0.72, -0.45, -0.39, -0.10, 0.20, 0.33, 0.34, 0.28, 0.25, 0.32, 0.22]}

***

{"formula": "C2H7NP", "method": "wB97M-V/def2-TZVPD", "total_energy_ha": -476.13232, "lumo_energy_ev": -4.93, "e_above_lowest_kcal_mol": 35.0, "total_charge": 1, "smiles": "[H]/P=C/[NH2+]C", "symbols": ["H", "P", "C", "N", "C", "H", "H", "H", "H", "H", "H"], "positions_angstrom": [[-3.49, 0.66, 0.54], [-2.67, 0.04, -0.42], [-1.21, 0.37, 0.41], [0.17, -0.04, -0.37], [1.81, -0.36, 0.00], [-0.95, 0.84, 1.33], [0.26, 0.57, -1.15], [-0.36, -0.95, -0.83], [1.89, -1.23, 0.61], [2.11, 0.39, 0.79], [2.44, -0.27, -0.89]], "mulliken_charge": [0.11, 0.00, -0.12, -0.46, -0.60, 0.35, 0.37, 0.42, 0.34, 0.31, 0.29]}

***

{"formula": "C2H7NS", "method": "wB97M-V/def2-TZVPD", "total_energy_ha": -533.23006, "lumo_energy_ev": -0.80, "e_above_lowest_kcal_mol": 63.0, "symbols": ["S", "H", "C", "C", "N", "H", "H", "H", "H", "H", "H"], "positions_angstrom": [[-1.14, -1.33, -1.68], [-0.84, -2.60, -1.42], [-0.39, 0.84, 1.19], [1.10, -0.21, -0.50], [0.23, 0.71, -0.11], [-0.48, 1.89, 1.46], [-1.38, 0.39, 1.23], [0.19, 0.32, 1.94], [1.07, -1.19, -0.06], [1.90, 0.04, -1.19], [-0.27, 1.14, -0.86]], "mulliken_charge": [-0.53, 0.05, -0.75, -0.38, -0.18, 0.28, 0.30, 0.30, 0.39, 0.24, 0.28]}

***

{"formula": "C2H7NS2", "method": "wB97M-V/def2-TZVPD", "spin_multiplicity": 2, "total_energy_ha": -931.45006, "lumo_energy_ev": [3.46, 3.82], "e_above_lowest_kcal_mol": 38.8, "total_charge": -1, "symbols": ["S", "S", "H", "H", "C", "C", "N", "H", "H", "H", "H", "H"], "positions_angstrom": [[-2.81, 0.32, 0.60], [-2.50, -0.77, -1.14], [-3.93, 0.89, 0.14], [-1.22, -0.34, -1.29], [1.30, -0.90, 0.71], [1.22, 1.05, -0.53], [1.17, -0.29, -0.58], [0.49, -0.51, 1.37], [1.25, -1.99, 0.64], [2.28, -0.62, 1.17], [1.29, 1.57, -1.49], [1.46, 1.57, 0.40]], "mulliken_charge": [-0.34, -0.46, 0.14, 0.11, -0.75, -0.50, -0.55, 0.22, 0.26, 0.30, 0.26, 0.31]}